# 1
Here is a structure of composition C56H76GeO2SbSeW from the Open Molecules 2025 dataset. Energies are from ωB97M-V with the def2-TZVPD basis set.

Positions of all 138 atoms, in Å:
W (0.7121, -0.2995, 0.5983)
Sb (3.4849, -0.4855, 0.4249)
Se (-1.1951, 1.0326, -0.4661)
Ge (0.4197, -2.2492, -2.5988)
O (1.2357, 1.5751, 1.0539)
O (-0.6795, -0.7729, 1.7501)
C (-3.7253, -1.5806, -2.4228)
C (2.3710, 3.0464, 3.4329)
C (3.8189, 0.1012, -1.6569)
C (0.4832, 2.7122, 1.0052)
C (0.0850, 5.0196, 1.4467)
C (2.7420, -3.0628, 1.7305)
C (-6.6569, 0.1177, -0.5690)
C (-6.6724, 0.9136, 1.8019)
C (-1.5837, 3.7878, 0.2924)
C (-1.5653, -3.8593, 1.9267)
C (-2.9182, -1.7398, 2.0557)
C (-1.6731, -2.5606, 4.0937)
C (2.5653, 5.4253, 2.7867)
C (-4.1037, -1.4384, -3.7527)
C (3.6336, -2.6452, 0.5575)
C (5.2722, 0.3584, -2.0301)
C (-2.5257, 0.1889, 0.6635)
C (-2.5510, 6.4020, -0.7348)
C (-3.2656, 6.0644, 1.6455)
C (1.4708, -0.4970, -4.6822)
C (-6.2868, -0.2516, 0.8732)
C (0.9320, 3.9169, 1.5596)
C (-1.1637, 4.9987, 0.8223)
C (2.3015, 4.0192, 2.2447)
C (-2.3854, -1.7678, -2.1012)
C (0.7622, -4.7259, -1.0846)
C (3.4094, 3.6941, 1.2302)
C (0.5914, -4.1773, -2.3578)
C (-2.0381, -0.7965, 1.5234)
C (2.9712, 1.3254, -2.0171)
C (3.5137, -0.8514, -5.9068)
C (-0.7663, 2.6791, 0.4058)
C (-2.0580, 6.2395, 0.7125)
C (1.6631, -1.6972, -3.9895)
C (5.2372, 0.3473, 1.4063)
C (-2.4450, -2.9821, 2.8342)
C (-4.2743, -1.5266, 1.7989)
C (-1.8045, -1.6859, -4.4365)
C (3.7192, -2.0443, -5.2217)
C (0.7101, -6.4069, -3.2911)
C (0.9168, -6.0982, -0.9134)
C (2.3890, -0.0790, -5.6398)
C (-1.4096, -1.8214, -3.1047)
C (6.5256, -0.3506, 0.9805)
C (-1.3100, 7.5177, 1.1043)
C (5.0200, -3.2693, 0.6801)
C (-3.8680, 0.3510, 0.4044)
C (5.0385, 0.3215, 2.9220)
C (-3.6274, -3.8491, 3.2733)
C (0.5590, -5.0366, -3.4597)
C (0.8973, -6.9379, -2.0202)
C (0.7370, -1.3771, -0.8930)
C (-4.7847, -0.4862, 1.0258)
C (2.7967, -2.4671, -4.2699)
C (-7.0964, -1.4905, 1.2676)
C (-3.1440, -1.4894, -4.7571)
H (-0.3982, 7.6447, 0.5125)
H (-1.3243, -3.4496, 4.6275)
H (4.3919, 3.7779, 1.7098)
H (4.5982, -2.6475, -5.4319)
H (3.3684, 2.2340, -1.5570)
H (2.2277, 0.8484, -6.1780)
H (-3.2455, -4.7260, 3.7990)
H (-8.1521, -1.3175, 1.0445)
H (-2.0981, -1.8962, -1.0628)
H (7.3730, 0.2794, 1.2747)
H (-6.1423, 1.0157, -0.9211)
H (1.7854, -2.5502, 1.7429)
H (2.9872, 1.4647, -3.1050)
H (-2.3206, -1.9922, 4.7665)
H (-0.8081, -1.9466, 3.8591)
H (-3.9371, 6.9255, 1.5625)
H (-2.9426, 5.9802, 2.6869)
H (-7.7297, 0.3162, -0.6242)
H (-4.2094, -4.2024, 2.4177)
H (3.5478, 5.4413, 3.2651)
H (-4.2931, -3.3142, 3.9581)
H (-3.4410, -1.3806, -5.7935)
H (-1.0435, 7.5261, 2.1652)
H (-1.9516, 8.3833, 0.9203)
H (3.1747, -2.9623, -0.3776)
H (-1.0639, -1.7262, -5.2313)
H (0.5957, 0.1113, -4.4747)
H (-3.8340, 5.1637, 1.3922)
H (-4.4674, -1.5513, -1.6323)
H (1.0492, -6.5135, 0.0805)
H (5.8872, 0.8076, 3.4161)
H (-1.7086, 6.4271, -1.4322)
H (4.9893, -0.7054, 3.2939)
H (0.6827, -7.0647, -4.1528)
H (1.6134, 3.2996, 4.1802)
H (4.1320, 0.8435, 3.2279)
H (-6.4325, -0.7025, -1.2591)
H (6.6396, -1.3134, 1.4808)
H (5.8956, -0.5293, -1.9131)
H (5.3122, 0.6447, -3.0877)
H (3.3790, 4.3942, 0.3901)
H (0.4144, -4.6331, -4.4577)
H (-5.1471, -1.2920, -4.0092)
H (-3.1065, 7.3392, -0.8349)
H (5.6980, -2.9316, -0.1072)
H (-6.7749, -2.3730, 0.7046)
H (6.5959, -0.5130, -0.0935)
H (-7.7463, 1.1145, 1.7331)
H (3.3534, 3.1159, 3.9112)
H (-4.9726, -2.2339, 2.2241)
H (1.9418, 1.2260, -1.7319)
H (-0.6873, -3.3386, 1.5734)
H (0.4235, 5.9543, 1.8717)
H (-6.4331, 0.6783, 2.8430)
H (3.2278, -2.8622, 2.6863)
H (5.7089, 1.1751, -1.4487)
H (3.2988, 2.6828, 0.8398)
H (5.4762, -3.0446, 1.6483)
H (-7.0206, -1.7085, 2.3367)
H (0.7537, -4.0715, -0.2228)
H (-2.5468, 3.6922, -0.1984)
H (4.9374, -4.3603, 0.6003)
H (-2.1287, -4.1954, 1.0518)
H (5.2325, 1.3772, 1.0502)
H (-4.1847, 1.1298, -0.2809)
H (1.8243, 5.7134, 3.5374)
H (1.0208, -8.0076, -1.8928)
H (-1.2343, -4.7449, 2.4779)
H (-6.1350, 1.8271, 1.5271)
H (2.5715, 6.1760, 1.9908)
H (4.2281, -0.5279, -6.6563)
H (2.2104, 2.0162, 3.1217)
H (2.5161, -4.1319, 1.6880)
H (3.4569, -0.7678, -2.1986)
H (-3.2199, 5.5906, -1.0357)
H (2.9534, -3.4065, -3.7462)

Atoms 1-6, force components in eV/Å:
0.07 -1.36 -1.42
0.65 -0.48 -0.69
-0.32 0.17 -0.03
-0.07 -0.34 -0.38
0.05 0.69 -0.28
-0.35 -0.69 0.36

Its HOMO-LUMO gap is 7.114 eV. The LUMO energy is -3.56 eV. The total charge is +1. The calculation puts the calculated total energy at -193620.3663 eV.

---

# 2
Here is a structure of composition C56H80Cl2KO7PS2 from the Open Molecules 2025 dataset. Energies are from ωB97M-V with the def2-TZVPD basis set.

Positions of all 149 atoms, in Å:
K (0.0787, 1.1998, 0.9083)
Cl (3.7198, 3.3738, -3.1025)
Cl (1.7493, 3.5474, -0.9416)
S (-4.7868, 6.2568, -2.4596)
S (-1.6679, 4.9090, -1.9152)
P (-3.0984, 5.4984, -3.1392)
O (-2.1822, 0.9994, -0.4010)
O (1.2479, 5.1024, 2.8036)
O (-2.3691, 6.5410, -4.1782)
O (-3.5883, 4.3038, -4.1401)
O (-1.2906, 1.2425, 2.8934)
O (1.0251, -0.7246, -0.1150)
O (2.4046, 1.6146, 1.9888)
C (-1.3412, 0.1092, 3.4993)
C (4.3048, -4.5671, 1.9915)
C (-2.6200, -5.3558, 0.8449)
C (3.7696, 0.1154, -0.0418)
C (-2.5704, -1.9285, 4.0283)
C (-2.6368, 7.1781, -6.4691)
C (-1.4097, -2.4237, -1.3097)
C (2.9361, -0.4207, -3.7436)
C (-2.6549, -2.4882, 0.7019)
C (-3.1331, 8.7708, -4.5747)
C (-2.8295, 2.0386, -3.8621)
C (-3.1645, -4.2146, 5.6794)
C (-0.5089, -1.4887, 5.1280)
C (-1.4474, -1.0415, -1.3278)
C (3.0762, 0.7388, -5.9754)
C (-0.4088, -5.0772, -0.2436)
C (-1.8621, -3.4656, 5.9678)
C (-2.7811, 3.2766, -4.7468)
C (3.3270, -1.7457, -5.8371)
C (1.5368, -0.5118, -3.6598)
C (3.1262, -2.4313, 2.7048)
C (-2.1886, -0.3794, -0.3276)
C (-2.0200, -3.1786, -0.3158)
C (0.8611, -0.5413, -2.4522)
C (-0.6307, 5.7211, 1.4745)
C (-3.3558, 1.7710, -0.1699)
C (-0.7086, -4.4704, 5.8255)
C (3.0150, -0.3130, -1.3040)
C (2.0999, 2.9035, -2.5521)
C (-0.2910, -0.3576, 4.3505)
C (-1.3371, 3.6514, -5.0687)
C (1.0634, 0.3383, 4.3297)
C (-2.7277, -1.0928, 0.7504)
C (-2.4132, -0.7983, 3.2411)
C (2.6399, 0.2684, 2.2539)
C (3.3752, -3.9084, 3.0124)
C (-1.8941, -4.7013, -0.3329)
C (3.6404, -0.2836, -2.5455)
C (4.0160, -4.0511, 4.4010)
C (3.6115, -0.4193, -5.1166)
C (-2.4859, -5.2620, -1.6347)
C (0.0421, 5.0819, 2.6592)
C (-3.1770, 7.3309, -5.0571)
C (-0.6501, -0.3156, -2.3949)
C (2.3508, -1.6793, 3.5798)
C (-1.6586, -2.2766, 5.0277)
C (5.1295, -0.2547, -5.0146)
C (2.0343, -4.6532, 2.9918)
C (3.5829, -1.8143, 1.5478)
C (2.0587, -0.3325, 3.3792)
C (1.6153, -0.5750, -1.2324)
C (3.3269, -0.4726, 1.2859)
C (-0.8576, 4.3674, 3.6319)
C (-3.3124, -0.5202, 2.0480)
C (-1.9128, -2.9733, 7.4229)
C (3.2889, 2.5172, 2.6244)
H (-3.6883, -5.1249, 0.8294)
H (-3.5431, -4.9992, -1.7171)
H (0.0170, -4.6850, 0.6796)
H (3.7164, -2.5821, -5.2515)
H (-3.1673, -4.6235, 4.6655)
H (4.9681, -3.5160, 4.4393)
H (-2.7484, -2.2833, 7.5621)
H (-3.2777, -5.0473, 6.3795)
H (1.5884, -4.5835, 1.9995)
H (-0.2876, -6.1657, -0.2552)
H (5.3897, 0.6983, -4.5478)
H (-3.4350, -2.5593, 3.8425)
H (-1.9687, -4.8590, -2.5073)
H (-3.7143, 9.4198, -5.2363)
H (-0.8519, -5.3276, 6.4930)
H (-0.8249, 0.7576, -2.2877)
H (-1.8220, 4.8648, 3.7401)
H (-0.8836, 2.8426, -5.6485)
H (4.2003, -5.1060, 4.6276)
H (0.2616, -1.7757, 5.8419)
H (1.9952, 0.6666, -6.1097)
H (-0.6547, -4.8381, 4.7985)
H (3.7158, 1.2056, 0.0240)
H (1.3765, 3.3188, -3.2434)
H (-1.5898, 7.4906, -6.5047)
H (-4.0302, -3.5574, 5.7901)
H (1.4898, 0.3017, 5.3381)
H (2.9500, 3.5230, 2.3906)
H (4.8260, -0.1319, -0.1881)
H (-4.2089, 6.9756, -5.0188)
H (2.0683, 1.8192, -2.5149)
H (-0.3609, 4.2514, 4.5940)
H (0.2513, -4.0096, 6.0705)
H (-3.5481, 8.8145, -3.5679)
H (-3.0863, -3.0272, 1.5355)
H (3.8728, -4.5418, 0.9892)
H (-2.3946, -6.3526, -1.6546)
H (-1.3696, 5.0539, 1.0271)
H (-3.2973, 3.0604, -5.6859)
H (1.3316, -4.2182, 3.7028)
H (-3.4954, 0.5470, 1.9861)
H (3.3693, -3.6459, 5.1809)
H (4.7106, -0.1063, -2.5727)
H (-4.2515, 1.1717, -0.3481)
H (-3.3250, 2.6112, -0.8601)
H (0.1607, -4.6549, -1.0731)
H (-2.0980, 9.1217, -4.5551)
H (3.7971, -1.7617, -6.8269)
H (3.2784, 2.3843, 3.7110)
H (-3.8654, 1.7713, -3.6469)
H (4.3152, 2.3757, 2.2679)
H (-2.7033, 6.1387, -6.7927)
H (4.4619, -5.6141, 2.2645)
H (3.5419, 0.7317, -6.9677)
H (-4.2751, -1.0119, 2.2166)
H (0.9506, -0.5148, -4.5776)
H (-3.2114, 7.7949, -7.1647)
H (-3.3608, 2.1529, 0.8527)
H (-0.9957, -2.4417, 7.6843)
H (-1.0608, -0.5833, -3.3747)
H (0.0946, 6.0086, 0.7166)
H (-0.8288, -2.9158, -2.0858)
H (1.9145, -2.1640, 4.4453)
H (3.2938, 1.6944, -5.4944)
H (5.2788, -4.0721, 1.9636)
H (-2.3347, 1.1946, -4.3495)
H (2.2533, -1.8984, -5.9664)
H (4.1219, -2.3761, 0.7938)
H (-1.2816, 4.5731, -5.6448)
H (2.1753, -5.7100, 3.2422)
H (5.5689, -0.2741, -6.0161)
H (-2.3196, 2.2500, -2.9219)
H (-2.0341, -3.8153, 8.1143)
H (-0.7726, 3.7876, -4.1475)
H (-2.2054, -5.0203, 1.7987)
H (-1.0474, 3.3668, 3.2175)
H (-2.5055, -6.4416, 0.7893)
H (0.9329, 1.3884, 4.0663)
H (5.5768, -1.0617, -4.4291)
H (-1.1713, 6.6118, 1.8089)

Atoms 1-6, force components in eV/Å:
0.00 0.68 -0.20
0.11 0.06 -0.02
0.05 -0.04 0.06
0.10 0.02 0.05
-0.11 0.07 0.00
0.00 -0.16 -0.01

As for the energy above the lowest of the compared OMol25 structures with the same formula, charge and spin: 14.68 kJ/mol. Its HOMO-LUMO gap is 6.001 eV. The LUMO energy is 3.66 eV. The total charge is -2. The calculation puts the calculated total energy at -146040.7852 eV.

---

# 3
Here is a cluster of 20 separate species, C56H82N14O6 in total from the Open Molecules 2025 dataset. Energies are from ωB97M-V with the def2-TZVPD basis set.

Positions of all 158 atoms, in Å:
O (4.6967, -0.1482, 2.7753)
O (-2.0802, 1.1953, 0.1335)
O (-2.9281, -1.0719, 2.1773)
O (-2.9574, 2.3657, 2.3672)
O (4.1054, -1.2769, -2.2788)
O (-0.6874, -2.5372, 1.4820)
N (-4.9163, 3.2294, -0.0372)
N (3.5138, -2.0896, 5.4304)
N (-5.3601, 1.0231, 3.4727)
N (0.4716, 1.9446, -4.1207)
N (-0.8547, 5.5001, -4.5285)
N (2.1442, -6.0547, 4.5964)
N (-4.4131, -0.2122, -1.3162)
N (6.3823, 2.6731, 0.2438)
N (2.5644, -1.1714, 0.6888)
N (2.4056, 2.5104, -6.5163)
N (1.1233, 0.6242, 4.6530)
N (0.1782, -4.9367, -3.2122)
N (1.4353, -2.2407, -5.1070)
N (-2.1487, -1.1922, 4.7794)
C (3.2923, 2.6996, -5.4863)
C (-2.0349, -0.5217, 6.9081)
C (0.1515, -6.8251, -2.0126)
C (1.4753, -4.8186, 4.5022)
C (-4.3022, -1.5691, -1.1367)
C (1.9947, -3.0103, -6.0933)
C (-0.9088, -4.8368, -2.3525)
C (3.8931, -0.8672, 7.2374)
C (-6.5678, 1.6499, 3.2249)
C (-3.9429, 3.7470, -0.8398)
C (0.9570, 2.6416, -3.0495)
C (4.2986, 3.3870, 0.3789)
C (0.0589, -2.3340, -5.2767)
C (2.3409, -2.3906, 0.1597)
C (1.0389, -3.5454, -6.9215)
C (-2.3936, -0.1543, 5.6560)
C (-7.5638, 0.8015, 3.4333)
C (3.0092, -4.8842, 2.9148)
C (-7.0002, -0.4256, 3.9357)
C (0.7944, -6.1495, -3.0746)
C (-3.7644, -2.0644, -2.3269)
C (-3.4589, -0.9712, -3.1554)
C (1.1059, -0.8669, -0.9599)
C (3.8194, 1.4791, -5.1483)
C (5.0362, -0.8736, 6.4019)
C (2.0314, -4.0942, 3.5093)
C (-1.6214, 7.5028, -4.2241)
C (-1.4419, -2.1927, 5.4119)
C (2.1955, 1.4936, 4.6712)
C (2.1580, 2.2696, 3.5251)
C (3.0332, -6.1288, 3.5482)
C (1.4636, -2.2577, -0.8538)
C (-0.8809, 1.7914, -4.0414)
C (-0.8958, -6.0360, -1.5880)
C (-6.0615, 3.0841, -0.7605)
C (-2.5716, 6.8027, -5.0063)
C (3.2331, 0.5017, -6.0085)
C (-1.2843, -1.8079, 6.7194)
C (-5.8806, 3.5916, -2.0316)
C (-0.5455, 6.6842, -3.9670)
C (-0.2384, -3.2921, -6.2733)
C (-4.5298, 4.0333, -2.0781)
C (2.9000, -1.5884, 6.5927)
C (0.4484, 0.8318, 3.4940)
C (0.9995, 1.8827, 2.8293)
C (1.8095, -0.2353, 0.0477)
C (2.3342, 1.1245, -6.7680)
C (6.4472, 3.9542, 0.6643)
C (-2.1114, 5.4767, -5.0779)
C (4.8040, -1.7793, 5.3951)
C (5.1703, 4.4217, 0.7811)
C (-1.2854, 2.4606, -2.9461)
C (-0.1358, 3.0616, -2.3495)
C (-5.6588, -0.2779, 3.9575)
C (5.0219, 2.2666, 0.0413)
C (-3.8736, 0.1967, -2.5053)
H (4.7863, 0.7821, 2.5540)
H (-2.9893, 3.9447, -0.3588)
H (3.1871, -1.1348, -2.1367)
H (2.8969, -3.2204, 0.5286)
H (-2.3938, 4.5027, -5.5488)
H (-2.2983, -1.6586, 1.6719)
H (-0.0662, -2.2366, 0.8180)
H (0.5379, -7.7872, -1.5988)
H (2.8836, 2.9510, 3.2040)
H (-4.4287, 1.3022, 3.1738)
H (3.8448, -0.2298, 8.1354)
H (0.2400, -4.3823, -4.0325)
H (-6.9496, 2.6818, -0.3037)
H (3.1002, -3.1238, -6.1534)
H (7.3964, 4.4862, 0.8300)
H (3.3049, -0.9838, 1.3233)
H (-2.3997, -0.1065, 7.8498)
H (3.6529, -7.0034, 3.4249)
H (-2.5042, 2.1424, 1.5582)
H (-0.2242, 3.6792, -1.4858)
H (4.9441, 5.4556, 1.0936)
H (7.2118, 2.1146, 0.3903)
H (3.5763, 3.6497, -5.1033)
H (-3.4330, 7.2834, -5.3283)
H (-4.0464, 4.5265, -2.9179)
H (4.3013, -0.1384, 3.6681)
H (-1.4343, 0.5148, 0.3949)
H (-2.5631, 3.2133, 2.6386)
H (-0.4488, 0.3095, 3.3176)
H (-3.8814, 1.2005, -2.8422)
H (-0.5548, -3.5052, 1.4566)
H (1.9118, -1.8672, -4.3198)
H (1.0364, 1.3759, -4.7068)
H (1.8170, -6.8211, 5.1179)
H (0.6732, -4.6036, 5.2047)
H (-1.6897, 8.5735, -3.9259)
H (1.9769, 0.8069, 0.2695)
H (1.1337, -3.1146, -1.4973)
H (5.4067, -2.0191, 4.5546)
H (-4.7723, -2.1111, -0.3452)
H (1.7134, 0.7285, -7.5126)
H (-4.9153, -1.0210, 4.1997)
H (0.4357, -0.4456, -1.7072)
H (-3.1514, -0.3934, 1.5382)
H (2.0264, 2.9124, -2.9399)
H (-1.7115, -6.3597, -0.9508)
H (0.6138, 2.2614, 1.8876)
H (-2.2823, 2.5065, -2.4837)
H (3.6678, -4.7332, 2.0674)
H (-7.3748, -1.3970, 4.1986)
H (3.3336, -0.5844, -6.0226)
H (1.5797, -3.1617, 3.1619)
H (4.4800, 1.3584, -4.3226)
H (-2.0489, 1.4410, -0.7889)
H (-6.6572, 3.6579, -2.7399)
H (1.8781, -1.8365, 6.8701)
H (2.7899, 1.4867, 5.5728)
H (4.5493, -1.2261, -1.4113)
H (-1.1962, -3.1608, 5.0518)
H (1.8714, 3.2205, -7.0021)
H (1.6301, -6.4621, -3.7089)
H (-1.5106, 1.3961, -4.8144)
H (-1.2417, -3.5753, -6.6220)
H (0.9881, -0.0428, 5.4118)
H (-2.3468, -1.0799, 3.8162)
H (3.2231, 3.3428, 0.2590)
H (-4.7657, 0.4198, -0.5990)
H (-8.5758, 0.8978, 3.2184)
H (-0.8249, -2.5336, 7.4346)
H (3.0785, -2.7958, 4.9611)
H (-4.6939, 2.8932, 0.8829)
H (4.7240, 1.3346, -0.4081)
H (-1.6327, -4.0369, -2.3409)
H (-6.5308, 2.6684, 2.9095)
H (-0.5600, -1.7535, -4.5597)
H (1.2768, -4.2988, -7.6888)
H (5.9888, -0.4619, 6.5799)
H (0.4112, 6.8085, -3.4741)
H (-3.6837, -3.0948, -2.5934)
H (-2.8889, 0.7706, 5.3927)
H (-3.1792, -0.9873, -4.1940)
H (-0.2674, 4.7145, -4.4126)

Atoms 1-6, force components in eV/Å:
-0.25 -0.21 0.24
-0.08 -0.23 1.35
0.66 -0.68 -1.04
-0.31 1.11 0.91
1.99 -0.05 -0.12
-0.16 -0.96 0.33

Its HOMO-LUMO gap is 8.411 eV. The LUMO energy is 0.34 eV. The total charge is 0. The calculation puts the calculated total energy at -92544.3826 eV.